ORCA calculation (ωB97M-V/def2-TZVPD) on a structure of composition C39H48CoFN6O3Si2.

Each line ends with the Mulliken charge.
Atoms and positions in Å:
Co: 2.3472 0.8166 0.3201  -1.085
C: 1.8213 1.2428 4.5316  -0.836
C: 3.1316 1.2139 4.9734  -0.849
C: 4.1494 1.0253 4.0529  -0.606
C: 3.8232 0.8806 2.7163  0.633
N: 2.5455 0.9113 2.2926  0.805
C: 1.5731 1.0859 3.1790  0.037
C: 4.8015 0.6815 1.6330  -0.074
C: 6.1703 0.5100 1.7577  -0.496
C: 6.9087 0.2858 0.6064  -1.033
C: 6.2887 0.2578 -0.6340  -0.880
C: 4.9207 0.4663 -0.6884  0.388
N: 4.2279 0.6533 0.4326  1.286
C: 4.0761 0.5474 -1.8901  0.428
C: 4.5631 0.5340 -3.1843  -0.491
C: 3.6737 0.6845 -4.2348  -0.884
C: 2.3315 0.8652 -3.9580  -0.813
C: 1.9198 0.8668 -2.6361  -0.436
N: 2.7620 0.6947 -1.6257  0.940
H: 0.9987 1.3785 5.2184  0.471
H: 3.3622 1.3311 6.0235  0.438
H: 5.1816 0.9950 4.3710  0.461
H: 0.5684 1.0956 2.7792  0.221
H: 6.6501 0.5299 2.7250  0.501
H: 7.9768 0.1311 0.6762  0.447
H: 6.8618 0.0802 -1.5320  0.501
H: 5.6205 0.4137 -3.3704  0.461
H: 4.0305 0.6748 -5.2558  0.437
H: 1.6060 0.9982 -4.7475  0.467
H: 0.8804 0.9975 -2.3700  0.607
F: -3.7823 -1.7681 0.7512  -0.354
C: -3.4716 -0.5097 0.3768  0.239
C: -2.1634 -0.1204 0.3830  -0.749
C: -1.8350 1.1989 0.0565  1.389
C: -0.4297 1.6037 0.0683  0.117
O: 0.4123 0.7038 0.2739  -0.269
C: -0.1634 2.9833 -0.1431  0.152
C: -1.2140 3.8064 -0.4214  -0.411
N: -2.5080 3.4243 -0.5269  0.310
C: -3.5285 4.4055 -0.8137  -0.308
C: -4.2362 4.3496 -2.1390  -0.454
C: -3.2556 5.4473 -1.8510  -1.022
C: -2.8530 2.1090 -0.2569  -0.360
C: -4.1816 1.6704 -0.2993  -0.274
C: -4.5034 0.3618 0.0117  -1.658
N: -5.8682 -0.0344 -0.0478  0.395
C: -6.7999 0.5343 0.9106  -0.659
C: -8.1048 0.8404 0.1577  -0.766
N: -8.1561 -0.0613 -1.0504  -0.147
C: -7.7159 -1.4525 -0.7024  -0.710
C: -6.2124 -1.4108 -0.3768  -0.641
C: 1.2193 3.6572 -0.0680  -0.015
O: 1.2253 4.8718 -0.2512  -0.811
O: 2.2065 2.9047 0.1693  -0.449
H: -1.3781 -0.8131 0.6670  0.419
H: -0.9931 4.8556 -0.5704  0.860
H: -4.1012 4.7012 0.0577  0.467
H: -5.2907 4.5892 -2.1612  0.312
H: -3.9178 3.5774 -2.8267  0.233
H: -3.6294 6.4419 -1.6590  0.258
H: -2.3060 5.4097 -2.3653  0.349
H: -4.9694 2.3530 -0.5880  0.712
H: -6.3940 1.4518 1.3285  0.501
H: -6.9886 -0.1515 1.7460  0.332
H: -8.1352 1.8631 -0.2123  0.416
H: -8.9951 0.6465 0.7525  0.375
H: -7.5015 0.3097 -1.7416  0.378
H: -9.0901 -0.0615 -1.4584  0.323
H: -7.9392 -2.1119 -1.5371  0.376
H: -8.3165 -1.7566 0.1528  0.362
H: -5.6207 -1.7230 -1.2374  0.510
H: -6.0243 -2.1209 0.4305  0.396
C: 4.7128 -2.9095 1.7711  -0.754
Si: 2.8153 -3.0729 1.6904  -0.309
C: 2.2226 -2.5298 3.4157  -0.852
C: 2.5693 -4.9492 1.6364  -1.153
C: 1.9709 -2.1831 0.3638  2.054
Si: 1.5209 -2.8471 -1.2549  -0.304
C: 0.8873 -4.6358 -1.2296  -1.227
C: 0.1030 -1.8682 -2.0973  -0.505
C: 2.8958 -2.8990 -2.5720  -0.767
H: 5.1409 -3.4924 2.5923  0.433
H: 5.0304 -1.8701 1.8974  0.044
H: 5.1553 -3.2666 0.8359  0.285
H: 2.5680 -3.2436 4.1698  0.432
H: 1.1310 -2.4891 3.4626  0.285
H: 2.6084 -1.5508 3.7047  0.116
H: 2.9989 -5.3914 2.5406  0.340
H: 3.0725 -5.4060 0.7809  0.269
H: 1.5146 -5.2289 1.5871  0.312
H: 1.5760 -1.2034 0.6108  -1.118
H: 0.0447 -4.7515 -0.5420  0.247
H: 1.6538 -5.3511 -0.9279  0.332
H: 0.5509 -4.9164 -2.2333  0.352
H: -0.4058 -1.2004 -1.4010  -0.255
H: -0.6355 -2.5668 -2.5030  0.532
H: 0.4637 -1.2700 -2.9347  0.259
H: 3.7345 -3.5061 -2.2170  0.361
H: 3.2901 -1.8981 -2.7800  0.068
H: 2.5481 -3.3278 -3.5173  0.349

Values from the calculation:
Multiplicity ... 2
Net charge ... +1
LUMO level (alpha / beta) ... -3.27 / -3.27 eV
Kohn-Sham gap (alpha / beta) ... 3.653 / 3.602 eV
HOMO energy (alpha / beta) ... -6.918 / -6.867 eV


ORCA calculation (ωB97M-V/def2-TZVPD) on a structure of composition C39H48N2O2PPdS2 in a non-equilibrium geometry.

Each line ends with the Mulliken charge.
Atoms and positions in Å:
Pd: -0.4323 0.2227 0.4845  0.604
S: 4.2557 2.0290 3.6392  -0.016
C: 5.6855 2.1964 4.5198  -0.245
C: 6.6307 1.2369 4.2017  -0.485
C: 6.1878 0.3489 3.2281  -0.416
C: 4.8934 0.6147 2.7884  0.446
C: 4.1115 -0.0951 1.8262  0.825
C: 2.7794 0.3046 1.5089  -0.848
N: 2.0086 -0.3298 0.6617  -0.025
C: 2.4644 -1.4365 0.0237  -0.284
C: 3.7961 -1.8996 0.2434  0.938
C: 4.2852 -3.0359 -0.4687  -1.152
C: 3.5095 -3.6717 -1.3744  -1.129
C: 2.1642 -3.2550 -1.6068  0.627
C: 1.3623 -3.9033 -2.5467  -0.391
C: 0.0309 -3.5208 -2.7190  0.357
C: -0.4349 -2.4786 -1.8656  0.107
N: 0.3110 -1.8133 -1.0199  -0.066
C: 1.6181 -2.1565 -0.8791  -0.313
C: -0.8211 -4.1389 -3.6871  0.496
C: -2.1133 -3.7944 -4.0726  -0.301
C: -2.6277 -4.6196 -5.0648  -0.515
C: -1.7393 -5.6104 -5.4491  -0.276
S: -0.2756 -5.5418 -4.6193  -0.072
C: 4.5993 -1.2191 1.1554  -0.267
H: 5.7878 2.9847 5.2406  0.485
H: 7.5995 1.1914 4.6671  0.454
H: 6.7991 -0.4556 2.8637  0.434
H: 2.3652 1.1830 1.9934  0.467
H: 5.2935 -3.3695 -0.2757  0.497
H: 3.8860 -4.5155 -1.9320  0.490
H: 1.7865 -4.6979 -3.1428  0.511
H: -1.4830 -2.2224 -1.8933  -0.029
H: -2.6645 -2.9689 -3.6635  0.511
H: -3.6068 -4.5124 -5.4963  0.467
H: -1.9130 -6.3688 -6.1898  0.501
H: 5.6012 -1.5807 1.3286  0.452
C: -1.4176 -0.6802 3.3692  -0.848
O: -0.6986 -0.5625 2.2194  -0.618
H: -2.0393 0.2096 3.5727  0.317
H: -0.7313 -0.8177 4.2206  0.301
H: -2.0781 -1.5640 3.3282  0.305
O: -0.6358 1.5371 -1.0940  -1.055
P: -1.9141 2.3205 -1.3570  0.416
C: -3.3487 1.2156 -0.8328  0.276
C: -3.6615 1.2770 0.6717  0.173
C: -4.5003 0.0561 1.1166  -0.842
C: -5.2616 -0.5415 -0.0650  -1.104
C: -4.2647 -1.1053 -1.0841  -1.137
C: -2.9990 -0.2394 -1.1471  -0.799
C: -1.8127 2.8022 -3.1603  0.322
C: -2.8424 3.8259 -3.6297  -1.124
C: -4.1866 3.2120 -4.0009  -0.278
C: -4.0078 2.0997 -5.0266  -1.148
C: -3.0759 1.0242 -4.4807  0.532
C: -1.7153 1.6091 -4.1106  -1.427
C: -1.8103 3.9369 -0.4245  0.277
C: -1.0035 3.7845 0.8696  -0.534
C: -0.8867 5.1436 1.5633  -0.919
C: -2.2578 5.7317 1.9189  -0.860
C: -3.4045 4.9405 1.3062  -0.850
C: -3.1575 4.6397 -0.1740  -1.001
H: -4.2205 1.5235 -1.4178  0.667
H: -4.2067 2.1879 0.9158  0.363
H: -2.6972 1.2678 1.2313  -0.534
H: -5.2064 0.3566 1.8922  0.582
H: -3.8599 -0.7239 1.5386  0.063
H: -5.8818 0.2366 -0.5098  0.372
H: -5.9366 -1.3292 0.2704  0.565
H: -4.7287 -1.1516 -2.0710  0.371
H: -3.9988 -2.1263 -0.8014  0.457
H: -2.5060 -0.3306 -2.1165  0.601
H: -2.2733 -0.5824 -0.3596  0.663
H: -0.8224 3.2863 -3.1405  0.657
H: -2.4328 4.3092 -4.5211  0.597
H: -2.9802 4.6071 -2.8809  0.158
H: -4.8238 3.9914 -4.4179  0.404
H: -4.6880 2.8260 -3.1090  0.114
H: -3.5965 2.5141 -5.9482  0.408
H: -4.9751 1.6566 -5.2639  0.450
H: -2.9316 0.2457 -5.2309  0.448
H: -3.5477 0.5721 -3.6075  -0.406
H: -1.2321 1.9605 -5.0269  0.600
H: -1.0584 0.8468 -3.6768  0.107
H: -1.2021 4.5473 -1.1085  0.829
H: -0.0023 3.4025 0.6352  0.324
H: -1.4954 3.0794 1.5516  -0.016
H: -0.3452 5.8320 0.9102  0.391
H: -0.2836 5.0336 2.4662  0.388
H: -2.3101 6.7706 1.5854  0.302
H: -2.3938 5.7635 3.0020  0.387
H: -4.3317 5.5065 1.3995  0.598
H: -3.5415 4.0129 1.8663  0.065
H: -3.1663 5.5924 -0.7067  0.503
H: -3.9850 4.0444 -0.5638  0.313

Values from the calculation:
Multiplicity ... 5
Net charge ... +3
LUMO level (alpha / beta) ... -9.03 / -11.63 eV
Kohn-Sham gap (alpha / beta) ... 6.888 / 4.153 eV
HOMO energy (alpha / beta) ... -15.918 / -15.779 eV


E (computed, eV): -112400.5222 -82709.9697